This record from OMol25 describes an isolated molecule of C5H12O2 at a distorted geometry. The level of theory is the ωB97M-V functional and the def2-TZVPD basis.

Structure (ORCA input):
```
! RIJCOSX wB97M-V def2-TZVPD def2/J DEFGRID3
* xyz 0 1
C -1.699 -0.619 1.258
O -0.362 -0.248 0.990
C -0.201 0.526 -0.207
C -0.400 2.008 0.113
C 1.153 0.161 -0.826
C 1.358 -1.368 -1.017
O 1.753 -1.895 0.229
H -2.343 0.253 1.440
H -1.698 -1.243 2.156
H -2.117 -1.198 0.422
H -0.955 0.197 -0.932
H 0.296 2.346 0.891
H -1.419 2.202 0.473
H -0.243 2.620 -0.781
H 1.916 0.495 -0.096
H 1.337 0.767 -1.721
H 0.485 -1.973 -1.375
H 2.102 -1.586 -1.798
H 1.034 -1.525 0.772
*
```

ΔE to the lowest compared entry with this formula, charge and spin in kJ/mol: 126.03
Frontier orbital gap in Ha: 0.3987
HOMO in eV: -9.850
SMILES: CO[C@@H](C)CCO
E in Ha: -348.1568

Atomic partial charges in e from the Löwdin method, atoms 1 to 8: C -0.0881; O -0.2005; C -0.4150; C -0.0372; C -0.1211; C -0.2606; O -0.0831; H 0.0861